(1)
46
Properties=species:S:1:pos:R:3 method="wB97M-V/def2-TZVPD" gap_ev=7.55 lumo_ev=2.88 e_homo_ev=-4.67 total_charge=-1
H -2.76564 0.96937 0.39586
H -2.37867 -0.43817 2.23375
H -1.38938 -1.28816 -3.39382
O -0.90598 -0.60672 -0.87031
C -0.67719 1.33005 0.44032
H 0.21803 -3.12116 1.74884
N -0.36842 -0.12770 0.25034
H -2.14585 2.07941 1.72106
C 0.31283 -0.52090 2.60196
C -2.11334 1.79908 0.66823
H -0.09164 2.87629 1.76982
H 1.26060 1.77539 1.41543
O -0.60337 -1.24259 -3.93820
H 1.59790 1.01975 -2.89555
I 1.27861 -0.91759 -2.11182
C 0.06357 1.01734 2.89637
H 3.86119 0.38054 -2.29322
H 1.39093 -0.65326 2.51093
H 0.56400 1.70101 -2.02444
H 2.01194 -0.40427 -0.57415
H -0.62228 -2.75959 -0.68236
O 1.10682 1.83594 -2.80121
H 0.73223 1.24570 3.72634
C -0.07038 2.18128 -0.73409
C 0.17712 -2.38883 0.94254
H 0.98503 1.99759 -0.93526
C 0.19046 1.83506 1.61375
H -0.03971 3.26929 -0.67591
H -2.38058 2.71243 0.13674
H 1.21132 -2.20772 0.64975
H 0.12202 -1.25424 -3.31379
H 1.18700 0.28241 0.49348
H 2.63709 -0.15915 -3.00189
C -1.98712 -1.30783 1.70603
H -2.63307 -1.61506 0.88356
O 3.38705 0.42306 -3.12365
O 2.08035 0.00737 0.28730
H 0.01310 -1.05991 3.50070
H -0.23531 -2.88284 0.06279
H -0.88988 1.12462 3.41359
H -0.09754 -2.12123 -1.95084
O -0.87519 -2.53678 -1.57826
H -0.46571 1.90562 -1.71175
H -2.03011 -2.12860 2.42198
H -0.09024 -0.96133 -1.23147
C -0.53246 -1.06488 1.35059

---

(2)
23
Properties=species:S:1:pos:R:3 method="wB97M-V/def2-TZVPD" gap_ev="8.05 / 5.86" lumo_ev="-5.75 / -7.82" multiplicity=2 s2=0.77 e_homo_ev="-13.80 / -13.68" total_charge=+1
C 0.59512 0.34657 0.33403
O 4.60223 -2.23735 -0.68810
C 3.63761 -1.76321 -0.99593
O 0.05109 -1.91980 3.02134
H -1.81088 -0.44579 2.60586
O 0.85656 0.55431 -2.54065
C -1.99493 1.06478 1.08713
O 0.16206 2.63743 -2.15012
S 2.05451 -2.83008 -4.41672
Pt 1.99940 -0.97640 -1.57310
O 1.33310 -2.16394 1.30867
C -1.48197 1.63691 -0.05073
C 2.01845 -2.03277 -3.15401
C 0.31389 1.44196 -1.84011
C -0.21359 1.22199 -0.44991
O 1.86045 0.24518 0.03830
C -1.33567 0.04655 1.76746
H -2.06468 2.34769 -0.62055
N 0.48731 -1.56819 1.95583
C -0.08437 -0.35245 1.34717
O -3.73950 0.95996 2.57004
N -3.33509 1.47976 1.55632
O -3.91108 2.30691 0.88779

---

(3)
46
Properties=species:S:1:pos:R:3 method="wB97M-V/def2-TZVPD" gap_ev=10.21 lumo_ev=0.79 smiles=COC[C@H](C)N.COC[C@H](C)N.CO.O.O e_homo_ev=-9.43 total_charge=0
H 5.84330 -2.05705 -0.83866
H -0.82374 0.94573 -2.30876
H 2.49584 1.27691 2.90573
H -4.69722 1.16280 -0.48873
C -3.81183 -0.59772 0.50530
H -4.51954 0.53575 2.13124
C 2.55947 0.52647 2.11776
H -2.12288 -4.35237 0.05842
H -2.40613 1.16353 1.69320
H -1.63412 -1.40199 0.52134
C 3.39239 0.25992 -0.31661
H 4.31994 -2.00926 -1.61616
N -3.72719 -0.02860 1.85961
C 3.21274 1.19077 0.85228
H -3.62127 -0.72107 2.58718
O -1.88175 1.96425 1.68337
H -0.74800 1.02165 0.21477
H 0.75788 1.87543 -4.42629
H 1.57389 0.10398 1.92220
H -2.37362 2.56641 1.12507
H -1.17285 -3.70023 1.40623
H 2.77493 2.78587 -0.25184
O -0.77923 1.09964 -3.25529
C -3.83842 0.49674 -0.57196
C 0.56645 1.46785 -3.43364
H 0.72231 1.26944 -0.04730
O -2.97140 -2.77070 1.11201
H 1.99970 2.67303 1.17065
H 3.44816 0.86969 -1.21836
H -3.83488 0.02942 -1.55669
H 1.27123 0.68201 -3.16190
O -0.05988 0.87647 -0.43457
H 4.17866 1.67751 0.98710
H -2.98318 1.16369 -0.46315
C -2.18061 -3.93550 1.06391
H -4.81402 -0.98426 0.32009
H -2.69322 -2.04861 -0.70993
N 2.26614 2.15186 0.34755
H 2.51751 -0.38908 -0.35510
C -2.67495 -1.63773 0.29949
H 3.20559 -0.26025 2.50723
H 5.51276 -0.60307 -1.75160
C 5.05049 -1.36616 -1.12542
H 0.81929 2.24527 -2.71268
H -2.64171 -4.67842 1.71472
O 4.52286 -0.54020 -0.06168

---

(4)
48
Properties=species:S:1:pos:R:3 method="wB97M-V/def2-TZVPD" gap_ev=1.96 lumo_ev=-11.01 e_homo_ev=-12.97 total_charge=+2
O 1.98653 0.49597 -2.73564
H 0.12253 -1.42702 0.70168
C -0.22582 -1.53348 2.73584
H 2.31945 2.37074 2.87896
C 0.93430 0.79224 2.96848
H 1.95651 -1.04586 2.61105
H 1.05532 0.28901 -2.81474
H -2.02320 0.71578 3.12647
H -0.98792 -1.39740 3.50317
H 1.08816 0.10437 -6.69752
C 0.20010 1.43071 4.12069
H 1.13217 1.46841 -6.04226
C -0.91162 0.45150 1.22774
H 3.13056 0.91903 2.25743
H -0.52514 2.21955 3.92107
H -1.57032 -1.60968 0.94838
H -3.02616 0.52852 1.76824
H 0.87487 2.60689 0.65390
O -0.49176 -2.71275 -1.86962
H -2.82553 -0.94396 -2.52426
H 0.86507 1.83251 4.88519
H -2.26567 2.07559 2.07372
C 2.43228 1.29402 3.00568
H 0.81232 -1.26856 -4.52900
H -0.26613 0.54471 -0.81446
H 0.00753 -2.59820 2.73017
H -0.51141 0.72936 4.55653
H 2.82182 1.01123 3.98362
H 0.41965 -2.99959 -1.92703
H -0.53077 -1.92675 -2.41451
O 0.22480 2.49447 1.35129
Y -1.63447 0.50963 -5.41110
O 0.56873 0.70390 -6.16181
H -2.38811 -2.34580 -2.15630
C -1.17905 0.74329 -0.25299
H 2.29395 -1.56767 -4.61384
H 1.16168 -1.11047 4.16487
C -0.69889 -1.07432 1.32535
O -3.11241 -1.85688 -2.54689
N 0.31734 1.10738 1.63455
C -2.09265 0.99941 2.07631
C 1.06080 -0.73266 3.14743
H 2.41189 -0.35329 -2.61709
H -2.00728 0.21475 -0.72499
H -1.46499 1.79159 -0.33898
O 1.43663 -1.91223 -4.86389
H -0.42732 0.24314 -2.73575
O -0.46814 -0.27133 -3.56531

---

(5)
48
Properties=species:S:1:pos:R:3 method="wB97M-V/def2-TZVPD" gap_ev=9.24 lumo_ev=0.06 smiles=CCO.CCO.CO.CO.CO.CO.CO e_homo_ev=-9.18 total_charge=0
H 26.27373 1.86969 3.73960
H 18.78036 5.84026 1.42855
H 23.63931 1.31105 3.00857
C 21.04073 3.77608 5.58070
H 21.97326 8.39182 2.52317
C 22.85265 8.65757 3.11411
H 25.37922 0.42381 4.02063
H 20.16809 3.14321 5.54733
H 22.39335 9.08672 7.10166
O 21.98458 3.23319 4.72503
H 20.83589 6.26099 3.38376
O 21.33658 7.39811 6.41813
H 21.30310 3.62393 6.60137
H 20.71513 4.79736 5.39802
H 23.82632 10.06519 1.74858
H 24.65929 4.21586 4.29476
H 24.29956 10.45907 3.33331
C 23.63344 4.48770 1.52313
H 22.54774 8.63212 4.20766
H 20.96344 4.97567 2.46851
O 24.46260 1.66010 2.69346
C 25.13128 4.55306 1.21425
H 20.91439 7.95207 5.75838
H 23.16455 4.54575 0.55246
H 23.74980 7.02978 3.62742
H 25.38385 5.28792 0.42917
H 25.14530 2.66641 1.44476
H 23.13940 8.06717 6.11162
C 25.24670 1.47598 3.83895
H 25.58234 4.85025 2.16473
C 23.42187 10.07045 2.73858
O 19.11956 5.76294 2.32219
H 25.24383 5.87620 4.12878
H 23.18579 3.66577 2.11728
H 22.85098 7.48032 7.78721
H 20.90732 6.64332 1.64773
O 23.27271 5.70120 4.67899
O 25.54616 3.25018 0.85564
H 21.80576 2.27533 4.81917
C 22.46039 8.01942 6.93555
H 23.33431 5.40656 2.07794
H 24.95478 5.22005 5.70273
H 24.82994 1.95137 4.75445
C 24.60621 5.21805 4.69459
H 22.71384 10.84085 2.65961
H 22.74200 5.04947 5.10229
O 23.91304 7.72127 2.96539
C 20.48529 5.93871 2.40858

---

(6)
66
Properties=species:S:1:pos:R:3 method="wB97M-V/def2-TZVPD" gap_ev=10.39 lumo_ev=1.65 e_homo_ev=-8.75 total_charge=-1
H 5.56342 -5.22542 -13.18082
O 0.77677 -4.13645 -18.17864
H 3.48666 -0.07333 -18.09138
H -0.81713 -9.18231 -13.48315
O 1.22345 -9.31746 -13.94291
H 0.75963 -3.74187 -9.88886
F 1.67327 -3.40943 -14.13595
H 4.66732 -5.59795 -9.07695
H 0.00787 -10.20233 -12.52950
H 1.38082 -3.39393 -18.18255
C -5.72700 -5.82376 -11.76095
F 1.51486 -1.21028 -13.96331
H -1.11413 2.75287 -13.44526
O 6.69070 -6.90093 -13.47690
C 5.53148 -6.16258 -13.73654
F 2.66959 -2.42802 -12.42879
H -0.07386 1.74635 -13.00181
H 0.47998 -7.13058 -12.45500
H -3.70574 -4.60426 -13.63474
C -6.13521 -4.43463 -12.24560
H -0.89873 -10.91031 -15.21752
O -6.49053 -4.63337 -13.60300
C 0.17261 -9.24889 -13.03139
H 4.57202 -6.20297 -15.70441
H -6.56608 -6.51644 -11.82594
O 4.69687 0.86705 -12.83568
H -4.43048 -5.59709 -15.01457
H -3.41904 -4.14513 -15.33046
C 5.51437 -5.96128 -15.21280
O -5.51528 -2.30166 -14.33552
H -4.96287 -6.19973 -12.44129
O 2.16165 -9.29852 -16.33582
H 0.20214 -0.37651 -9.80971
H 5.18315 -4.35027 -9.76186
B 1.58369 -2.36664 -13.26746
H 2.72754 -0.76782 -16.98084
O 3.16976 -0.93277 -17.81359
S 0.87303 -9.26785 -15.60235
H -5.32748 -3.70356 -12.21098
O -6.44454 -3.86415 -16.00171
S -5.72612 -3.65448 -14.70977
H 1.72124 -4.15501 -8.79501
C 0.12215 -10.94825 -15.59760
H -0.13802 -11.18461 -16.62938
H 5.82073 -4.93559 -15.41818
H -0.17649 -8.15141 -11.26972
C 7.27841 -7.25175 -14.53974
H 1.56900 -8.26961 -11.73851
O 4.43510 -4.68974 -9.27051
C 0.54307 -8.15516 -12.08844
H 0.81281 -11.70840 -15.23253
H 0.67826 -4.36081 -17.25334
C -4.11880 -4.62081 -14.64330
O -0.51391 2.55093 -12.72750
H -5.35785 -5.84630 -10.73562
O -0.33964 0.22838 -9.30293
H 4.37488 0.98863 -11.94250
O 8.29287 -7.94095 -14.64790
O 6.67834 -6.67288 -15.51377
F 0.45039 -2.47713 -12.57893
H -1.03502 0.49071 -9.90616
H 4.65920 -6.71362 -13.38496
O 0.78893 -4.04309 -8.98076
H 4.65621 -0.07852 -12.97882
O -0.11710 -8.31968 -15.95173
H -6.89306 -3.97400 -11.61190

---

(7)
63
Properties=species:S:1:pos:R:3 method="wB97M-V/def2-TZVPD" gap_ev=9.57 lumo_ev=2.32 e_homo_ev=-7.25 total_charge=-1
H -2.57512 0.23997 -5.33953
O 0.08610 5.22707 -1.90895
O 0.38280 0.41062 -0.29841
N 1.91740 -4.76388 -0.07476
H -2.04875 2.37397 -0.91170
C 0.41181 -0.54232 0.50067
N 1.72135 2.41855 5.10561
O 3.20759 -0.94976 5.79060
H 0.01437 3.10905 -3.13927
H 1.16768 4.73339 0.35396
H 2.77745 -4.38229 0.26535
H 2.01558 1.45954 5.06881
H 0.79566 3.02687 0.19156
O -0.08667 -1.76318 0.08885
H 4.68713 -0.23693 3.77486
H -2.08482 1.40547 -4.15742
H -1.95081 0.72388 -1.60359
H -3.66034 1.53903 -4.93423
H 2.15414 0.93784 0.11706
O -0.77088 -3.29189 -2.55255
H 0.45196 2.50141 2.22274
H 1.63565 2.87926 5.98898
O -0.35260 -4.79911 0.20475
H 1.41174 -1.15358 3.19836
C 1.01090 2.86423 4.03963
C -3.58397 -0.07556 -3.45823
N 0.97579 -4.40546 2.00242
H -0.64839 -3.56718 -1.63446
H 1.54375 1.24409 2.81043
H -5.35952 1.01903 -2.97037
C 2.91353 -0.90542 4.58965
H -2.81793 1.11468 -0.11609
H 2.56940 -1.48968 -1.98150
C 0.77713 -4.67097 0.68056
N 1.08285 2.12416 2.90575
H -4.92047 -0.00080 -1.69610
O 3.07149 1.28205 0.06936
H -4.01415 -1.30035 -5.03048
N 0.97860 3.93034 -0.21620
O 0.25102 3.84631 4.08340
H -0.32847 -2.43823 -2.58837
C -2.94965 0.83165 -4.49997
C -2.59751 1.46252 -1.13476
C 0.33613 4.11808 -1.42631
H -2.91725 -0.71201 -2.87160
H 1.10556 -1.52740 -1.55730
H 1.73361 -4.82047 -1.06363
H 0.29599 2.10848 -1.69343
H 3.28216 -0.27088 2.71842
N -4.44881 -1.09686 -4.14031
H 0.24469 -2.22881 0.88808
O 1.69714 -1.74856 -2.29722
H 1.88749 -4.01370 2.16960
N 0.22778 2.99651 -2.16844
H -5.31565 -0.59352 -4.32841
N 3.72833 -0.46208 3.60338
O -3.80065 1.72550 -1.81541
H 0.28645 -4.35489 2.72145
H 3.06982 1.86810 -0.69457
O 1.01722 -0.55276 1.60587
N 1.71899 -1.41953 4.13388
C -4.46457 0.67352 -2.43541
H 1.05272 -1.65714 4.84494

---

(8)
70
Properties=species:S:1:pos:R:3 method="wB97M-V/def2-TZVPD" gap_ev="9.33 / 9.81" lumo_ev="-1.73 / -1.78" multiplicity=6 s2=8.76 e_homo_ev="-11.06 / -11.59" total_charge=+1
H -4.51233 4.39737 -3.23327
N 0.05533 4.77749 0.39163
H -1.93264 -5.56666 -2.04912
H -1.86946 -4.38272 2.45343
C 0.08518 -5.21159 -1.76113
N -2.20319 -0.62442 -1.46663
N 0.42722 -6.43807 -2.24699
H -2.56272 0.27654 -1.67710
O 3.44281 -2.35590 0.12318
H 0.20035 5.35750 -0.43901
H 5.53655 -0.33921 -1.04164
H 1.39373 -6.59124 -2.28557
O -4.06203 2.11461 -1.34492
N 5.00727 -1.17726 -1.02379
C 1.11304 3.94288 0.62875
H 5.36897 -0.10407 1.23590
H -2.57259 0.71459 4.62883
N 4.81881 -0.93719 1.25695
C 4.80830 2.02955 -0.74908
H -6.05594 4.48963 -1.49851
H -0.14967 -7.25967 -2.08316
H 0.28817 3.06239 2.33846
Mn 1.41844 -2.59491 -0.42041
O 0.75669 -1.02002 -1.21001
N -3.03044 1.08957 3.76778
N -4.22489 -0.90374 -0.39247
H -6.26072 2.89982 -0.82925
N 4.00480 2.29458 -1.80479
H 1.88585 -4.05265 1.55007
H 2.02910 0.29487 -0.27922
H -1.16106 -0.75751 -1.48987
H -0.46290 5.06073 1.17689
H -3.01920 3.65113 -2.96215
H -4.92114 -1.45580 0.10591
O 0.13880 -5.47602 1.86170
H 1.70230 0.70544 -1.88500
H -4.61683 0.01505 -0.87175
C 4.38732 -1.53904 0.14849
H 4.60345 -1.65708 -1.82536
H 5.26910 3.07791 0.80319
N -2.70201 2.20784 1.84315
N -1.12679 -3.73131 2.47388
H 1.93813 2.71648 2.09140
N -3.90559 3.96770 -2.57859
N 4.45946 2.74727 0.35687
N 1.09852 3.22596 1.78178
H -1.62671 -4.09594 -1.42236
O 2.05831 4.02274 -0.12656
H -3.69182 2.32047 1.91674
O -2.48753 -2.33582 -0.02339
N -1.22871 -4.99510 -1.60486
H 3.83087 1.70906 -2.63705
H 3.14381 2.83446 -1.61986
C 1.25265 0.29167 -0.98717
H 3.81527 3.51532 0.15495
H 4.25096 -1.17721 2.06269
H 0.45206 0.98530 -0.64782
H 1.16028 -2.75053 2.36024
N 1.08484 -3.45929 1.65020
O 0.97082 -4.39407 -1.40866
H -3.93518 1.48649 3.87287
C -4.51676 3.18421 -1.64418
N -5.61714 3.65232 -1.02623
C -2.14339 1.67818 2.93995
H -1.47651 -2.87346 2.10176
H -2.18101 2.28804 1.01586
C 0.00631 -4.30584 2.00791
C -2.92229 -1.34132 -0.60516
O -0.93344 1.48091 2.90697
O 5.84876 1.33854 -0.80628

---

(9)
64
Properties=species:S:1:pos:R:3 method="wB97M-V/def2-TZVPD" gap_ev="8.12 / 1.99" lumo_ev="-3.13 / -9.26" multiplicity=2 s2=0.76 e_homo_ev="-11.25 / -11.25" total_charge=+1
H -1.51261 -2.13598 1.25947
H 2.77610 -5.74920 2.40880
H 0.56567 3.26201 -0.34368
C -1.63144 -2.85627 0.45005
O -0.67270 1.62451 0.96876
H -1.41900 6.18319 2.75271
N 1.69680 -2.96316 1.79620
H 1.39441 1.93062 -1.26877
H 1.33422 -0.04027 -0.80792
H -1.31656 -0.11431 -4.70896
N 0.77938 2.29818 -0.55692
H 2.78169 -4.54364 -1.18028
O 2.43934 0.57836 -2.69739
H 0.18334 -0.92990 -4.18414
O -1.48280 -1.47538 -3.00589
N 2.21384 -4.97105 2.09503
H -1.25972 1.07096 5.16589
H -2.42415 0.94998 2.13705
C -2.87410 1.13011 4.08620
C 0.20538 1.35008 0.09432
H -1.24245 3.46193 0.96430
N -1.59154 0.98217 4.21609
H 4.09257 0.20615 -3.78409
O -0.63718 -3.81609 0.61797
H -2.60512 -3.31155 0.63105
H 1.93239 -1.98134 1.77095
H -3.26711 1.44418 -1.34201
H -0.01649 -0.54261 0.18877
N 0.63043 0.17105 -0.11501
H -4.11022 1.10268 2.54068
H 1.37797 -5.23924 1.59553
H 4.29824 -0.11504 -2.13929
O 3.43814 -3.29975 3.02796
C 1.87369 -2.95524 -1.90340
O -4.30953 3.28645 -1.19375
N 3.08718 -2.49456 -1.96188
H 0.95101 -4.45898 -1.13622
H -4.11510 3.49173 -2.11117
O 0.54480 5.24208 0.49805
H -2.34969 2.88201 -1.12424
N 1.87521 -4.17112 -1.42447
N -1.37550 4.38826 1.34419
O 0.93582 -2.27784 -2.22196
H -3.24448 2.09842 0.21999
H 2.09212 1.08073 -3.43810
O -3.65914 1.33205 4.96307
C -3.28265 2.40396 -0.82562
H -0.79226 -4.57162 0.04637
C -0.76720 -0.51023 -3.85482
C -0.43537 5.28149 1.21160
H 3.14029 -1.59215 -2.41238
H 4.37632 1.57248 -2.68975
H -0.74112 -1.74902 -2.46126
H 0.14284 6.81302 2.30371
H 3.83846 -3.15414 -2.10549
H -0.40357 0.29469 -3.21610
C 2.52430 -3.73180 2.38036
N -3.15767 0.93427 2.83117
C 3.85301 0.62341 -2.80603
H -1.63332 -2.46959 -0.56906
H -2.18059 4.57742 1.92397
H 0.74002 -3.16407 1.54262
H -0.97598 1.15054 3.43325
N -0.62846 6.18617 2.12411